# 1
83
Properties=species:S:1:pos:R:3:mulliken_charge:R:1 method="wB97M-V/def2-TZVPD" total_charge=-1 e_above_lowest_kcal_mol=0.0 orbital_gap_ev=4.28 lumo_energy_ha=0.084 homo_energy_ev=-2.00
Ag 0.052 0.445 -0.263 -0.32
C 4.611 -2.713 -2.296 -1.65
C 4.034 -1.305 -2.127 1.63
C 4.491 -0.406 -3.283 -1.61
C 4.384 -0.667 -0.786 0.07
C 5.724 -0.403 -0.524 -0.24
C 6.127 0.387 0.540 -1.56
C 5.132 0.961 1.325 -0.80
C 3.780 0.713 1.125 0.95
C 2.812 1.457 2.033 0.47
C 1.868 0.573 2.859 -1.13
C 2.062 2.543 1.252 -0.79
C 3.362 -0.195 0.098 -0.27
N 2.054 -0.577 -0.016 0.51
C 1.776 -1.913 -0.313 -0.56
C 0.536 -2.413 -0.525 -0.74
N -0.643 -1.674 -0.466 0.35
C -1.797 -2.262 -0.930 -1.05
C -1.891 -2.837 -2.234 0.69
C -3.052 -3.486 -2.637 -0.21
C -4.171 -3.551 -1.824 -1.46
C -4.112 -2.936 -0.580 -0.89
C -2.965 -2.301 -0.115 1.21
C -3.018 -1.715 1.290 0.63
C -1.977 -2.313 2.246 -1.52
C -2.946 -0.184 1.291 0.18
C -0.788 -2.615 -3.260 1.69
C -1.298 -1.721 -4.398 -1.52
C -0.220 -3.921 -3.815 -1.61
H 4.305 -3.148 -3.253 0.40
H 4.275 -3.375 -1.496 0.36
H 5.705 -2.688 -2.273 0.32
H 2.953 -1.381 -2.194 -0.30
H 5.583 -0.349 -3.335 0.32
H 4.108 0.609 -3.155 0.39
H 4.128 -0.795 -4.241 0.42
H 6.480 -0.794 -1.201 0.28
H 7.176 0.575 0.736 0.33
H 5.420 1.622 2.137 0.31
H 3.438 1.983 2.759 0.43
H 1.154 0.049 2.230 -0.19
H 1.323 1.184 3.588 0.44
H 2.435 -0.188 3.403 0.36
H 1.447 2.084 0.471 -0.25
H 2.774 3.211 0.760 0.39
H 1.409 3.129 1.904 0.32
H 2.596 -2.627 -0.285 0.30
H 0.449 -3.485 -0.706 0.22
H -3.098 -3.924 -3.632 0.29
H -5.070 -4.061 -2.150 0.34
H -4.982 -2.973 0.070 0.33
H -4.005 -1.980 1.680 0.52
H -0.970 -2.084 1.900 0.03
H -2.084 -3.399 2.293 0.39
H -2.111 -1.909 3.256 0.45
H -1.971 0.122 0.913 -1.38
H -3.073 0.210 2.307 0.52
H -3.719 0.245 0.646 0.32
H 0.020 -2.087 -2.768 -0.54
H -2.108 -2.209 -4.949 0.32
H -0.494 -1.492 -5.105 0.42
H -1.685 -0.780 -3.998 0.33
H -1.001 -4.523 -4.292 0.28
H 0.229 -4.517 -3.017 0.34
H 0.552 -3.718 -4.564 0.44
C -1.672 5.207 0.563 -1.80
C -2.346 3.965 1.143 1.63
C -3.759 3.808 0.567 -1.69
C -2.419 4.074 2.663 -1.70
N -1.490 2.798 0.881 0.29
N -1.343 2.432 -0.488 -0.49
H -2.170 6.111 0.922 0.45
H -1.720 5.219 -0.528 0.39
H -0.624 5.237 0.870 0.35
H -4.391 4.649 0.864 0.46
H -4.220 2.886 0.933 0.30
H -3.748 3.780 -0.526 0.41
H -2.950 4.982 2.957 0.45
H -1.412 4.098 3.084 0.35
H -2.948 3.214 3.088 0.38
H -1.858 1.986 1.362 0.17
H -0.767 3.119 -0.955 0.19
H -2.240 2.392 -0.963 0.16

# 2
63
Properties=species:S:1:pos:R:3:mulliken_charge:R:1 method="wB97M-V/def2-TZVPD" total_charge=+1 orbital_gap_ev="7.22 / 5.42" lumo_energy_ha="-0.116 / -0.203" homo_energy_ev="-10.37 / -10.94" spin_multiplicity=4
C 1.913 1.418 -3.307 -1.72
C 0.469 1.562 -2.822 1.32
C -0.486 1.589 -4.022 -1.32
O 0.150 0.400 -2.021 -0.28
C -1.056 0.496 -1.361 0.63
O -1.734 -0.480 -1.036 -0.67
C -1.554 1.799 -1.067 0.95
C -2.879 1.932 -0.428 -1.87
C -3.998 1.809 -1.415 0.25
C -4.526 0.566 -1.727 -0.14
C -5.562 0.450 -2.629 -0.84
C -6.068 1.574 -3.248 -0.34
C -5.524 2.811 -2.973 -0.78
C -4.491 2.927 -2.067 -0.17
C -0.801 2.968 -1.386 0.59
O -1.224 4.064 -1.014 -0.62
O 0.361 2.818 -2.109 -0.33
H 2.584 1.401 -2.452 0.37
H 2.038 0.491 -3.863 0.39
H 2.188 2.254 -3.946 0.41
H -1.516 1.687 -3.685 0.26
H -0.262 2.429 -4.676 0.40
H -0.406 0.666 -4.592 0.38
H -2.973 1.156 0.341 0.47
H -2.931 2.901 0.081 0.56
H -4.094 -0.311 -1.273 0.48
H -5.968 -0.522 -2.861 0.39
H -6.878 1.484 -3.954 0.40
H -5.900 3.688 -3.476 0.39
H -4.048 3.887 -1.864 0.44
O 1.239 -6.025 2.237 -0.25
C 1.757 -5.199 1.649 0.31
Cr 2.607 -3.845 0.705 0.07
C 1.103 -2.756 0.963 0.46
O 0.209 -2.076 1.150 -0.22
C 2.029 -4.483 -0.953 0.36
O 1.707 -4.872 -1.975 -0.25
C 4.603 -4.698 0.663 -0.61
C 4.265 -4.358 1.998 -0.55
C 3.818 -3.055 2.311 -0.50
C 3.689 -2.055 1.281 1.65
C 3.172 -0.791 1.566 -0.86
C 2.515 0.250 1.802 -0.08
C 1.704 1.259 2.089 -0.78
C 0.866 1.342 3.232 0.94
C 0.056 2.471 3.437 -0.50
C -0.727 2.578 4.560 -0.72
C -0.735 1.572 5.507 -0.42
C 0.033 0.439 5.310 -0.71
C 0.821 0.318 4.191 -0.17
C 4.020 -2.423 -0.070 -0.87
C 4.491 -3.723 -0.363 -0.44
H 4.961 -5.705 0.432 0.44
H 4.333 -5.116 2.785 0.60
H 3.561 -2.800 3.343 0.55
H 1.653 2.064 1.379 0.41
H 0.053 3.256 2.701 0.44
H -1.339 3.452 4.705 0.41
H -1.348 1.668 6.391 0.39
H 0.009 -0.351 6.043 0.41
H 1.408 -0.571 4.041 0.37
H 3.886 -1.691 -0.871 0.55
H 4.753 -3.990 -1.389 0.60

# 3
78
Properties=species:S:1:pos:R:3:mulliken_charge:R:1 method="wB97M-V/def2-TZVPD" total_charge=+2 e_above_lowest_kcal_mol=7.0 orbital_gap_ev="8.18 / 7.67" lumo_energy_ha="-0.181 / -0.197" homo_energy_ev="-13.10 / -13.03" spin_multiplicity=2
Pt -1.774 -0.139 1.897 2.58
C -4.508 3.490 6.669 -1.25
C -4.152 2.170 6.040 -0.22
O -3.122 2.416 5.026 -0.24
P -2.306 1.229 4.404 0.94
S -1.163 1.875 2.896 -0.52
S -3.424 -0.199 3.525 -0.50
O -1.503 0.529 5.566 -0.29
C -0.352 1.148 6.225 -0.13
C -0.766 2.112 7.310 -1.07
H -5.321 3.341 7.380 0.39
H -4.838 4.201 5.913 0.31
H -3.659 3.913 7.204 0.29
H -5.004 1.720 5.528 0.39
H -3.758 1.461 6.769 0.33
H 0.259 1.623 5.455 0.39
H 0.200 0.303 6.627 0.15
H -1.257 2.995 6.905 0.21
H 0.124 2.441 7.849 0.42
H -1.429 1.628 8.027 0.29
C -0.100 -2.368 -5.255 -0.95
C 0.300 -3.163 -4.026 -1.00
N 0.230 -2.359 -2.792 0.12
C -0.889 -2.416 -2.054 -0.16
C -1.116 -1.708 -0.907 -0.17
C -2.424 -1.970 -0.200 0.04
O -3.405 -2.291 -0.829 -0.63
O -2.371 -1.918 1.114 -0.82
C -0.126 -0.788 -0.477 1.57
O -0.217 -0.026 0.532 -1.53
C 1.073 -0.690 -1.287 0.93
C 2.090 0.204 -0.928 -0.45
C 3.214 0.309 -1.686 0.28
F 4.146 1.213 -1.331 -0.33
C 3.418 -0.477 -2.842 -1.42
C 2.414 -1.361 -3.190 -0.45
C 1.235 -1.475 -2.435 -0.15
N 4.590 -0.419 -3.632 0.19
C 4.445 -0.239 -5.072 -0.53
C 5.463 -1.143 -5.779 -0.75
N 6.623 -1.352 -4.838 -0.15
C 6.947 -0.072 -4.123 -0.75
C 5.805 0.236 -3.144 -0.73
H -0.043 -2.999 -6.141 0.39
H 0.548 -1.503 -5.404 0.28
H -1.125 -2.007 -5.164 0.34
H 1.305 -3.574 -4.109 0.42
H -0.361 -4.014 -3.875 0.49
H -1.658 -3.094 -2.406 0.55
H 1.970 0.826 -0.051 0.64
H 2.559 -1.994 -4.053 0.62
H 4.599 0.810 -5.350 0.30
H 3.445 -0.508 -5.399 0.39
H 5.860 -0.691 -6.686 0.37
H 5.064 -2.127 -6.013 0.42
H 7.433 -1.717 -5.338 0.34
H 6.347 -2.047 -4.142 0.38
H 7.056 0.684 -4.897 0.35
H 7.899 -0.188 -3.611 0.39
H 5.715 1.321 -3.064 0.42
H 6.046 -0.155 -2.157 0.52
Cl 0.522 -1.635 2.992 0.02
C 0.607 -2.662 4.447 -0.42
Cl 1.654 -1.971 5.679 -0.15
H 1.007 -3.620 4.139 0.40
H -0.400 -2.752 4.838 0.24
C -4.230 2.725 -1.250 -0.79
N -4.896 1.716 -0.431 0.15
C -6.357 1.567 -0.433 -0.84
C -4.164 0.916 0.312 0.03
O -2.913 0.973 0.331 -1.15
H -4.982 3.276 -1.806 0.32
H -3.539 2.250 -1.945 0.27
H -3.667 3.412 -0.619 0.29
H -6.774 2.277 -1.140 0.26
H -6.769 1.777 0.552 0.34
H -6.641 0.563 -0.744 0.35
H -4.709 0.179 0.907 0.43

Number 1: E_tot -1537.916406 Eh. Number 2: E_tot -2766.517501 Eh. Number 3: E_tot -3884.116791 Eh.